[1]
{"formula": "C4H8O2", "method": "ωB97M-V with the def2-TZVPD basis set", "species": ["O", "C", "C", "C", "O", "C", "H", "H", "H", "H", "H", "H", "H", "H"], "positions_angstrom": [[2.12563, 0.57346, 0.80205], [1.24446, 0.04395, -0.17414], [-0.18744, 0.29850, 0.28539], [-1.23812, 0.59365, -0.79845], [-1.99891, -0.57222, -0.46658], [-1.08162, -0.91747, 0.57828], [3.03011, 0.43946, 0.49186], [1.41319, -1.03821, -0.31450], [1.40402, 0.52949, -1.15074], [-0.15578, 1.04155, 1.08582], [-1.81955, 1.51286, -0.66196], [-0.86200, 0.56339, -1.82927], [-1.57238, -0.93015, 1.55644], [-0.60099, -1.88840, 0.40136]], "atomic_forces_ev_per_a": [[0.3, -0.1, 0.0], [-0.3, -0.1, -0.3], [0.1, 0.1, 0.0], [0.1, 0.3, -0.2], [-0.2, -0.1, -0.1], [0.1, -0.2, 0.3], [-0.2, 0.0, 0.1], [0.0, 0.2, 0.0], [0.0, 0.0, 0.2], [0.0, -0.1, -0.1], [0.1, -0.1, 0.0], [0.0, 0.0, 0.1], [0.1, 0.0, -0.1], [-0.1, 0.1, 0.0]], "lumo_energy_ha": 0.0329, "relative_energy_kcal_mol": 51.38, "homo_ev": -9.674, "multiplicity": 1, "charge": 0, "homo_lumo_gap_ev": 10.57}



[2]
{"formula": "C37H24BaN14O3S3", "method": "ωB97M-V with the def2-TZVPD basis set", "species": ["Ba", "O", "N", "C", "C", "C", "C", "C", "S", "H", "H", "H", "H", "C", "N", "C", "N", "C", "N", "C", "C", "C", "C", "C", "C", "C", "N", "N", "C", "O", "C", "C", "C", "C", "C", "C", "N", "C", "N", "C", "N", "C", "H", "H", "H", "H", "H", "H", "H", "H", "H", "H", "H", "H", "H", "H", "H", "H", "S", "C", "C", "C", "C", "N", "C", "C", "C", "S", "C", "N", "H", "H", "N", "C", "O", "C", "C", "N", "C", "N", "H", "H"], "positions_angstrom": [[-0.63006, -0.86129, 1.81183], [0.87343, -1.16909, 3.65279], [0.50789, -0.55803, 4.76668], [0.30670, -1.29351, 5.87591], [-0.08709, -0.74132, 7.06523], [-0.31091, 0.63705, 7.12027], [-0.11198, 1.38479, 5.98862], [0.30737, 0.80065, 4.77535], [0.59185, 1.71233, 3.38048], [0.45913, -2.35442, 5.74618], [-0.24646, -1.38483, 7.91823], [-0.65115, 1.10911, 8.03337], [-0.29271, 2.44892, 5.96957], [-2.10572, -2.58891, -3.72929], [-1.28666, -2.35070, -2.57153], [-1.48300, -1.49933, -1.55128], [-0.44318, -1.52487, -0.75289], [0.38367, -2.42800, -1.33497], [-0.08425, -2.94542, -2.44804], [-1.68313, -1.76683, -4.93189], [-2.48068, -1.76606, -6.07241], [-2.08531, -1.07052, -7.20565], [-0.89789, -0.36189, -7.21981], [-0.10699, -0.33506, -6.07351], [-0.50521, -1.03974, -4.93575], [1.13491, 0.41596, -6.05294], [1.82592, 0.88030, -7.04623], [2.92292, 1.50181, -6.51684], [2.84452, 1.38181, -5.22847], [1.72909, 0.70274, -4.86905], [3.75060, 1.88150, -4.21127], [5.02741, 2.31472, -4.56238], [5.88158, 2.77989, -3.57989], [5.46645, 2.84406, -2.25824], [4.18100, 2.44431, -1.90285], [3.73323, 2.62073, -0.46540], [2.42624, 2.08853, -0.19500], [2.07595, 0.89416, 0.31010], [0.77031, 0.80200, 0.36195], [0.34287, 1.99136, -0.13215], [1.31805, 2.80045, -0.48754], [3.33396, 1.94876, -2.87815], [-3.14124, -2.37241, -3.46901], [-2.02558, -3.64987, -3.96677], [-2.37142, -0.89955, -1.40684], [1.33937, -2.70448, -0.91886], [-3.41458, -2.31648, -6.07440], [-2.71572, -1.08023, -8.08591], [-0.57273, 0.18144, -8.09695], [0.13373, -1.02591, -4.06360], [5.32784, 2.27446, -5.60090], [6.88253, 3.09982, -3.84077], [6.14286, 3.21596, -1.49682], [3.69608, 3.68691, -0.24002], [4.44476, 2.15404, 0.21626], [2.77574, 0.14512, 0.64725], [-0.70356, 2.25058, -0.20383], [2.33022, 1.63269, -2.62548], [-2.72971, -0.82548, 4.05605], [-3.31251, 0.79904, 3.96001], [-3.66521, 1.43101, 5.16447], [-4.18974, 2.71526, 5.22402], [-4.52854, 3.29057, 6.48059], [-4.80257, 3.73772, 7.50790], [-4.38729, 3.42657, 4.02062], [-4.02116, 2.82706, 2.82206], [-3.46882, 1.54102, 2.74412], [-3.01659, 0.95993, 1.17723], [-4.95657, 4.72948, 4.03733], [-5.42503, 5.78385, 4.05072], [-3.51156, 0.87906, 6.08193], [-4.15153, 3.37216, 1.89701], [1.17602, -4.01403, 2.58385], [0.07057, -4.10554, 1.77366], [-0.57165, -3.05421, 1.53853], [-0.24446, -5.37158, 1.20664], [-1.26773, -5.47922, 0.24247], [-2.09627, -5.58816, -0.55691], [0.46445, -6.52335, 1.58510], [1.04923, -7.45810, 1.94095], [1.21819, -3.15467, 3.12830], [1.53754, -4.85663, 2.99688]], "atomic_forces_ev_per_a": [[-1.8, 3.5, 0.8], [1.1, -0.5, 1.2], [0.0, 0.3, 0.6], [0.0, -0.2, 0.2], [0.0, -0.1, -0.1], [0.0, 0.1, -0.2], [-0.1, -0.3, 0.3], [0.3, 0.1, -0.2], [0.1, 0.4, 0.0], [0.0, 0.0, -0.1], [0.0, 0.0, 0.0], [0.0, 0.0, 0.0], [0.0, 0.0, 0.0], [0.1, 0.0, -0.2], [-0.1, 0.1, 0.1], [0.0, 0.0, -0.1], [0.1, -0.3, -1.0], [-0.2, 0.1, -0.1], [0.2, -0.1, -0.1], [-0.1, -0.1, 0.0], [0.1, 0.0, 0.0], [-0.1, -0.1, -0.1], [0.2, 0.1, 0.1], [-0.4, -0.3, 0.2], [0.2, 0.2, -0.1], [0.6, 0.4, -0.2], [-0.6, -0.4, -0.1], [0.5, 0.3, 0.4], [-0.4, -0.1, -0.7], [-0.1, -0.1, 0.2], [0.2, 0.1, 0.6], [-0.2, -0.1, -0.2], [0.1, 0.1, 0.1], [-0.1, 0.0, -0.1], [0.1, 0.1, 0.1], [0.0, 0.0, -0.2], [0.1, -0.2, 0.2], [-0.1, 0.2, -0.1], [0.7, 0.7, -0.8], [0.1, 0.0, -0.1], [-0.1, 0.2, -0.1], [-0.1, -0.1, -0.3], [0.0, 0.0, 0.0], [-0.1, 0.0, 0.0], [0.0, -0.1, 0.0], [0.0, -0.1, 0.0], [0.0, 0.0, 0.0], [0.0, 0.0, 0.0], [0.0, 0.0, 0.0], [0.0, 0.0, 0.0], [0.0, 0.0, 0.0], [0.0, 0.0, 0.0], [0.0, 0.0, 0.0], [0.0, 0.0, 0.1], [0.0, 0.0, 0.0], [0.1, 0.1, 0.0], [0.0, 0.0, 0.1], [0.0, 0.0, 0.1], [-0.2, -0.2, 0.1], [-0.1, 0.1, 0.1], [0.0, 0.2, -0.1], [0.1, -0.1, -0.5], [-0.1, 0.1, 0.4], [0.0, 0.0, -0.1], [0.1, -0.4, 0.2], [0.0, -0.1, 0.1], [-0.1, 0.3, 0.3], [-0.2, 0.0, -0.6], [-0.1, 0.4, 0.0], [0.0, -0.1, 0.0], [0.0, 0.0, 0.0], [0.0, 0.0, 0.0], [-0.3, 0.2, 0.0], [0.3, -0.4, 0.1], [0.3, -4.0, -0.5], [0.0, 0.3, 0.0], [-0.2, 0.0, -0.1], [0.1, 0.0, 0.0], [0.1, -0.3, 0.1], [0.1, 0.1, 0.0], [0.0, -0.1, 0.1], [0.1, 0.0, 0.0]], "lumo_energy_ha": 0.1013, "relative_energy_kcal_mol": 40.77, "homo_ev": -1.558, "multiplicity": 1, "charge": -2, "homo_lumo_gap_ev": 4.31}



[3]
{"formula": "C3H6N2O", "method": "ωB97M-V with the def2-TZVPD basis set", "species": ["O", "C", "N", "N", "C", "C", "H", "H", "H", "H", "H", "H"], "positions_angstrom": [[1.25073, -2.92019, -0.07480], [0.52689, -2.00890, 0.25457], [0.51725, -0.80439, -0.36855], [-0.64544, 0.05713, -0.38091], [-0.31095, 1.50987, -0.60618], [-0.59451, 1.06727, 0.74889], [-0.23733, -2.18312, 1.05796], [1.19143, -0.74238, -1.21881], [-1.09383, 2.04130, -1.28188], [0.72730, 1.82886, -0.82637], [-1.54977, 1.19210, 1.20133], [0.21823, 0.96245, 1.49474]], "atomic_forces_ev_per_a": [[0.6, 0.1, 0.1], [-1.2, -0.8, 0.0], [1.6, 1.1, -2.0], [1.0, 0.7, 0.7], [-0.6, 0.6, -1.8], [0.3, -1.0, 0.5], [0.4, 0.7, -0.4], [-1.8, -0.2, 2.0], [1.4, -1.0, 1.5], [-0.7, -0.6, 0.1], [-0.6, 0.3, 0.1], [-0.4, 0.1, -0.8]], "lumo_energy_ha": 0.0367, "relative_energy_kcal_mol": 75.13, "homo_ev": -9.122, "multiplicity": 1, "smiles": "O=CNN1CC1", "charge": 0, "homo_lumo_gap_ev": 10.12}



[4]
{"formula": "C4H6N2OS2", "method": "ωB97M-V with the def2-TZVPD basis set", "species": ["C", "C", "C", "C", "N", "N", "O", "S", "S", "H", "H", "H", "H", "H", "H"], "positions_angstrom": [[0.53569, -0.73297, -1.14287], [2.12017, 2.23779, 0.61686], [2.56468, 0.30352, -1.19635], [-1.78168, -1.81773, -0.66300], [1.68043, -0.46078, -1.85308], [1.76274, 2.89893, 1.71275], [3.57630, 0.83213, -1.58744], [2.23082, 0.52262, 0.57785], [-0.46275, -1.81843, -1.88670], [-1.67433, -0.87136, 0.01787], [-1.61034, -2.81050, -0.01488], [-2.76638, -2.01728, -1.03098], [2.09329, -0.77789, -2.77586], [1.70123, 3.90019, 1.55939], [1.31161, 2.51597, 2.53450]], "atomic_forces_ev_per_a": [[0.4, -0.3, -0.8], [0.3, 0.4, -0.3], [2.2, 1.6, 0.7], [1.0, -1.5, 3.3], [2.3, 0.8, -0.3], [0.0, -0.6, -1.1], [-0.3, -0.5, -0.9], [-1.3, 0.0, 1.0], [-1.9, -0.9, -0.3], [-0.5, -1.9, -1.4], [-0.2, 2.4, -0.9], [-0.5, 0.6, -0.7], [-1.6, 0.2, 1.3], [-0.1, -0.3, 0.4], [0.2, 0.0, 0.2]], "lumo_energy_ha": [0.0201, -0.0631], "relative_energy_kcal_mol": 47.40, "homo_ev": [-6.370, -8.134], "multiplicity": 3, "charge": 0, "homo_lumo_gap_ev": [6.92, 6.42]}



[5]
{"formula": "C7H14O", "method": "ωB97M-V with the def2-TZVPD basis set", "species": ["C", "C", "C", "C", "C", "C", "C", "O", "H", "H", "H", "H", "H", "H", "H", "H", "H", "H", "H", "H", "H", "H"], "positions_angstrom": [[-1.80648, -0.81898, -0.59743], [1.75086, 1.20694, 0.49501], [0.65933, -1.71594, 0.69245], [-2.93734, -0.37534, 0.31141], [2.69353, 1.18807, -0.68460], [0.07247, 0.75345, -0.03586], [0.01752, -0.49975, 0.15894], [-0.49114, 1.82107, -0.60712], [-1.39056, 1.51549, -0.83983], [-1.75550, -1.91145, -0.60952], [-1.99692, -0.55917, -1.64511], [2.08808, 0.59740, 1.33335], [1.56312, 2.21489, 0.86743], [0.22463, -2.58784, 0.19354], [1.73544, -1.75385, 0.51361], [0.46118, -1.83818, 1.76091], [-3.24304, 0.65757, 0.11852], [-3.83563, -0.99471, 0.17511], [-2.65232, -0.45496, 1.36574], [3.62747, 1.71112, -0.44226], [2.25684, 1.67899, -1.55745], [2.95848, 0.16518, -0.96682]], "atomic_forces_ev_per_a": [[2.1, -1.4, 1.2], [-3.2, 0.6, -0.8], [0.0, -0.1, 0.1], [-0.1, 0.1, 0.2], [0.3, 0.0, 0.0], [8.3, 2.6, 2.3], [-6.8, -1.9, -2.8], [-1.4, -1.1, 0.0], [0.1, 0.4, -0.2], [-0.1, 0.0, 0.0], [0.6, 0.4, 0.1], [-0.3, -0.2, -0.1], [0.3, 0.1, 0.0], [0.1, 0.1, 0.0], [0.0, 0.2, 0.1], [0.1, 0.0, 0.0], [0.0, 0.0, 0.1], [0.2, 0.1, -0.1], [-0.1, 0.1, -0.1], [-0.1, -0.1, -0.1], [0.0, 0.0, 0.1], [-0.1, 0.1, 0.0]], "lumo_energy_ha": 0.0323, "relative_energy_kcal_mol": 93.54, "homo_ev": -8.266, "multiplicity": 1, "charge": 0, "homo_lumo_gap_ev": 9.15}